The following is a DFT calculation (ωB97M-V with the def2-TZVPD basis set) of a structure of composition C51H61IrN9OS in a non-equilibrium geometry.

Properties
HOMO level (spin up / spin down): -9.24 / -9.24 eV
HOMO-LUMO gap (spin up / spin down): 5.834 / 5.833 eV

```
! RIJCOSX wB97M-V def2-TZVPD def2/J DEFGRID3
* xyz 1 1
Ir -0.347 -0.082 0.139
C 0.888 -3.865 -4.351
C -0.340 -4.313 -3.546
C -0.388 -3.662 -2.200
C -0.149 -4.204 -0.985
C 0.267 -5.602 -0.651
C 1.789 -5.704 -0.488
C -0.282 -3.125 -0.014
N -0.524 -1.957 -0.646
C -0.681 -2.253 -1.972
C -1.196 -1.377 -2.886
C -1.558 -0.048 -2.647
C -2.158 0.834 -3.613
C -2.655 0.417 -4.965
C -4.031 -0.256 -4.884
C -2.232 2.065 -3.032
C -1.659 1.940 -1.720
C -1.393 3.006 -0.859
C -0.810 2.933 0.379
N -0.498 1.759 1.012
C -0.159 2.080 2.280
C -0.012 1.145 3.289
C -0.201 -0.210 3.158
N -0.412 -0.885 1.962
C -0.411 -2.237 2.273
C -0.299 -3.264 1.362
C -0.339 -2.396 3.701
C -0.164 -1.157 4.238
C 0.006 -0.801 5.684
C -1.299 -0.291 6.307
C -0.416 -3.708 4.421
C 0.954 -4.384 4.564
C -0.152 3.526 2.447
C -0.547 4.055 1.268
C -0.726 5.503 0.924
C -2.146 5.999 1.229
C 0.243 4.255 3.693
C 1.765 4.391 3.813
N -1.309 0.642 -1.500
C -2.762 3.335 -3.625
C -1.658 4.169 -4.286
H 0.885 -4.309 -5.347
H 1.808 -4.162 -3.842
H 0.899 -2.777 -4.454
H -0.318 -5.396 -3.425
H -1.246 -4.070 -4.107
H -0.062 -6.279 -1.439
H -0.219 -5.927 0.272
H 2.290 -5.425 -1.417
H 2.088 -6.722 -0.232
H 2.137 -5.029 0.298
H -1.393 -1.770 -3.877
H -1.942 -0.270 -5.427
H -2.718 1.293 -5.612
H -3.996 -1.138 -4.241
H -4.370 -0.564 -5.874
H -4.769 0.432 -4.469
H -1.693 3.992 -1.193
H 0.222 1.520 4.278
H -0.231 -4.270 1.757
H 0.787 -0.043 5.781
H 0.345 -1.684 6.229
H -1.657 0.603 5.793
H -1.156 -0.049 7.361
H -2.078 -1.052 6.237
H -1.096 -4.371 3.883
H -0.844 -3.545 5.411
H 1.431 -4.511 3.589
H 0.850 -5.368 5.022
H 1.618 -3.787 5.193
H -0.509 5.661 -0.135
H -0.005 6.094 1.491
H -2.887 5.415 0.680
H -2.258 7.047 0.951
H -2.368 5.901 2.293
H -0.143 3.733 4.572
H -0.213 5.246 3.687
H 2.237 3.408 3.855
H 2.037 4.942 4.715
H 2.171 4.924 2.950
H -3.253 3.925 -2.848
H -3.523 3.091 -4.367
H -0.868 4.411 -3.572
H -2.061 5.102 -4.681
H -1.205 3.618 -5.113
O 2.347 -0.514 1.046
S 3.033 -1.784 1.458
C 4.790 -1.687 0.992
C 5.011 -1.335 -0.448
C 5.653 -0.151 -0.784
C 5.985 0.119 -2.108
C 5.673 -0.795 -3.101
C 4.994 -1.964 -2.775
C 4.660 -2.230 -1.458
C 3.324 -1.707 3.246
C 4.079 -0.528 3.812
C 4.928 -0.750 4.893
C 5.628 0.296 5.477
C 5.504 1.582 4.972
C 4.659 1.813 3.894
C 3.937 0.772 3.323
H 5.154 -2.699 1.198
H 5.284 -0.985 1.660
H 5.922 0.551 -0.002
H 6.510 1.033 -2.356
H 5.966 -0.604 -4.125
H 4.749 -2.681 -3.551
H 4.144 -3.150 -1.201
H 3.851 -2.642 3.460
H 2.329 -1.778 3.688
H 5.038 -1.754 5.290
H 6.279 0.100 6.319
H 6.057 2.399 5.417
H 4.558 2.813 3.491
H 3.281 0.963 2.482
N 2.798 0.066 -4.078
N 2.163 0.516 -2.948
N 2.190 1.785 -2.604
C 1.512 1.756 -1.467
N 1.122 0.513 -1.181
N 1.554 -0.283 -2.141
H 2.809 0.796 -4.775
H 2.403 -0.817 -4.370
H 1.301 2.621 -0.863
*
```

The following is a DFT calculation (ωB97M-V with the def2-TZVPD basis set) of a structure of composition C35H34BrFIN5O14P2SZr in a non-equilibrium geometry.

Properties
HOMO level: -4.13 eV
HOMO-LUMO gap: 1.909 eV
Energy relative to the best compared isomer or geometry (same formula, charge and spin): 477.0 kJ/mol

```
! RIJCOSX wB97M-V def2-TZVPD def2/J DEFGRID3
* xyz 0 1
Zr 1.617 -0.724 0.689
O 3.313 -1.110 1.665
N 3.477 -2.384 1.778
N 2.517 -3.136 1.434
O 1.332 -2.723 1.020
C 2.761 -4.542 1.456
C 1.697 -5.407 1.255
C 1.927 -6.773 1.254
C 3.206 -7.267 1.451
C 4.266 -6.390 1.639
C 4.054 -5.024 1.637
H 0.707 -5.002 1.106
H 1.100 -7.453 1.097
H 3.378 -8.335 1.452
H 5.267 -6.775 1.778
H 4.866 -4.324 1.762
O 2.814 2.040 -2.498
P 1.884 1.044 -1.699
O 0.518 1.584 -1.588
O 2.615 0.614 -0.437
O 1.904 -0.285 -2.672
P 1.596 -1.626 -1.815
O 1.307 -2.676 -2.970
O 0.372 -1.317 -0.976
O 2.758 -1.998 -0.968
H 2.290 2.724 -2.931
H 0.891 -2.244 -3.728
C -5.296 0.594 3.520
C -4.930 -0.775 2.948
N -3.697 -0.714 2.170
C -2.545 -1.190 2.710
C -1.315 -0.893 2.226
C -0.079 -1.515 2.855
O -0.188 -2.571 3.449
O 0.988 -0.820 2.690
C -1.173 0.022 1.132
O -0.066 0.510 0.784
C -2.393 0.356 0.441
C -2.315 1.077 -0.760
C -3.468 1.363 -1.430
F -3.439 2.091 -2.572
C -4.714 0.944 -0.968
C -4.795 0.263 0.236
C -3.642 -0.038 0.963
N -5.930 1.239 -1.665
C -5.984 0.795 -3.047
C -7.444 0.780 -3.477
N -7.997 2.165 -3.309
C -7.849 2.656 -1.901
C -6.371 2.618 -1.544
H -6.226 0.529 4.082
H -5.413 1.328 2.723
H -4.506 0.938 4.187
H -5.742 -1.168 2.335
H -4.758 -1.472 3.766
H -2.643 -1.840 3.570
H -1.332 1.375 -1.129
H -5.778 -0.045 0.558
H -5.573 -0.212 -3.113
H -5.409 1.436 -3.733
H -8.015 0.109 -2.837
H -7.557 0.474 -4.516
H -8.975 2.197 -3.595
H -7.461 2.794 -3.915
H -8.396 1.981 -1.247
H -8.259 3.662 -1.823
H -6.228 2.939 -0.514
H -5.810 3.306 -2.199
Br 3.325 0.345 4.664
C 3.508 2.230 4.646
C 4.149 2.845 5.714
C 4.314 4.217 5.729
C 3.834 4.981 4.677
C 3.185 4.372 3.619
C 3.009 2.994 3.588
I 2.050 2.076 1.870
H 4.511 2.228 6.524
H 4.816 4.687 6.563
H 3.967 6.054 4.676
H 2.802 4.950 2.789
O 5.460 0.803 -6.621
C 5.604 1.657 -5.565
O 5.674 2.842 -5.795
C 5.661 1.056 -4.227
C 5.309 -0.271 -3.944
C 5.353 -0.761 -2.659
C 5.717 0.066 -1.574
S 5.695 -0.519 0.036
C 6.101 1.394 -1.870
C 6.062 1.870 -3.158
H 5.432 -0.107 -6.307
H 4.949 -0.936 -4.727
H 5.068 -1.783 -2.456
H 6.403 2.035 -1.053
H 6.328 2.895 -3.382
*
```

The following is a DFT calculation (ωB97M-V with the def2-TZVPD basis set) of the molecule C4H5NO in a non-equilibrium geometry.

Properties
HOMO level: -10.47 eV
HOMO-LUMO gap: 11.105 eV
SMILES string: N#C[C@@H]1C[C@@H]1O
Energy relative to the best compared isomer or geometry (same formula, charge and spin): 166.8 kJ/mol

```
! RIJCOSX wB97M-V def2-TZVPD def2/J DEFGRID3
* xyz 0 1
N 2.841 -0.071 0.372
C 1.697 0.017 0.529
C 0.283 -0.208 0.690
C -0.277 -0.870 -0.568
C -0.923 0.353 -0.052
O -0.961 1.484 -0.845
H 0.035 -0.566 1.686
H -0.716 -1.859 -0.543
H 0.375 -0.665 -1.415
H -1.825 0.171 0.537
H -0.529 2.214 -0.391
*
```

The following is a DFT calculation (ωB97M-V with the def2-TZVPD basis set) of a structure of composition C10H22ClDyIO3P in a non-equilibrium geometry.

Properties
HOMO level (spin up / spin down): -12.96 / -12.96 eV
HOMO-LUMO gap (spin up / spin down): 4.583 / 4.482 eV
Expectation value of S²: 9.34

```
! RIJCOSX wB97M-V def2-TZVPD def2/J DEFGRID3
* xyz 2 6
C -0.261 -0.932 -1.625
C 0.769 0.015 -2.262
H -0.435 -1.750 -2.347
H -1.210 -0.446 -1.349
H 0.203 -1.381 -0.730
O 1.946 -0.392 -2.482
I 0.820 2.156 -1.609
Dy -0.720 1.084 2.483
P 0.100 0.805 -4.000
C 1.416 1.906 -4.568
C 0.004 -0.562 -5.164
H -2.191 0.924 -3.149
H -1.999 1.585 -4.786
H -1.496 2.547 -3.378
C -1.541 1.533 -3.790
H -0.950 -1.097 -5.064
H 0.058 -0.119 -6.170
H 1.184 2.209 -5.596
H 2.373 1.371 -4.502
H 0.840 -1.262 -5.029
H 1.497 2.809 -3.940
C 1.379 0.334 1.398
O 2.359 -0.119 0.978
Cl -2.827 0.412 1.465
C 1.129 -2.520 3.702
C -0.298 -2.040 3.599
O -0.373 -0.602 3.722
C -0.348 -0.005 5.043
C -0.885 1.430 4.967
H 1.734 -2.209 2.848
H 1.155 -3.609 3.736
H 1.614 -2.178 4.619
H -0.730 -2.266 2.619
H -0.928 -2.460 4.385
H -0.957 -0.645 5.691
H 0.700 -0.013 5.368
H -1.898 1.481 4.481
H -1.066 1.853 5.961
H -0.168 2.155 4.479
*
```

The following is a DFT calculation (ωB97M-V with the def2-TZVPD basis set) of a structure of composition C60H60AgCl2Ge2NS5.

Properties
HOMO level: -1.74 eV
HOMO-LUMO gap: 5.667 eV
Energy relative to the best compared isomer or geometry (same formula, charge and spin): 24.4 kJ/mol

```
! RIJCOSX wB97M-V def2-TZVPD def2/J DEFGRID3
* xyz -2 1
Ag -2.550 1.851 0.811
C -0.311 7.121 2.241
C 0.735 6.144 1.766
C 1.418 5.337 2.668
C 2.310 4.362 2.242
C 2.971 3.445 3.236
C 2.519 4.183 0.874
C 1.868 5.003 -0.049
C 2.010 4.761 -1.528
C 0.990 5.976 0.411
C 3.525 3.176 0.395
C 4.825 3.691 0.355
C 5.895 2.930 -0.076
C 5.660 1.639 -0.506
C 4.371 1.096 -0.493
C 3.274 1.841 -0.015
Ge 1.438 0.988 0.197
S -0.047 2.421 0.679
S 0.732 -0.373 -1.506
Ge -0.141 -1.528 0.273
S -1.967 -0.906 1.160
S 1.624 -0.832 1.575
C -0.310 -3.503 -0.137
C -1.323 -3.953 -1.017
C -1.489 -5.320 -1.250
C -0.716 -6.264 -0.595
C 0.244 -5.832 0.301
C 0.466 -4.469 0.520
C 1.528 -4.157 1.532
C 1.177 -3.845 2.847
C -0.263 -3.673 3.268
C 2.185 -3.677 3.796
C 3.520 -3.858 3.483
C 4.600 -3.690 4.523
C 3.850 -4.185 2.170
C 2.882 -4.311 1.185
C 3.303 -4.531 -0.248
C -2.260 -3.074 -1.794
C -3.571 -2.866 -1.338
C -4.034 -3.414 -0.013
C -4.437 -2.098 -2.106
C -4.043 -1.540 -3.316
C -4.976 -0.655 -4.105
C -2.767 -1.817 -3.783
C -1.878 -2.601 -3.055
C -0.545 -2.972 -3.658
C 4.308 -0.260 -1.134
C 4.801 -1.389 -0.473
C 5.105 -1.392 1.003
C 5.005 -2.563 -1.200
C 4.704 -2.651 -2.548
C 4.990 -3.907 -3.337
C 4.169 -1.532 -3.178
C 3.988 -0.334 -2.500
C 3.492 0.878 -3.247
H -0.062 7.525 3.224
H -1.280 6.616 2.321
H -0.430 7.951 1.542
H 1.209 5.433 3.731
H 2.709 3.727 4.256
H 4.059 3.460 3.134
H 2.637 2.415 3.074
H 3.046 4.576 -1.818
H 1.627 5.611 -2.098
H 1.424 3.876 -1.804
H 0.450 6.590 -0.307
H 4.978 4.715 0.676
H 6.897 3.344 -0.096
H 6.473 1.026 -0.879
H -2.248 -5.631 -1.959
H -0.863 -7.323 -0.777
H 0.834 -6.550 0.861
H -0.952 -4.150 2.574
H -0.525 -2.611 3.301
H -0.421 -4.089 4.267
H 1.907 -3.396 4.809
H 4.185 -3.307 5.456
H 5.364 -2.989 4.178
H 5.095 -4.643 4.733
H 4.895 -4.337 1.908
H 4.380 -4.698 -0.307
H 3.062 -3.642 -0.839
H 2.792 -5.377 -0.707
H -3.835 -4.484 0.078
H -5.107 -3.244 0.119
H -3.491 -2.895 0.783
H -5.450 -1.928 -1.747
H -6.009 -0.792 -3.784
H -4.908 -0.862 -5.176
H -4.716 0.397 -3.954
H -2.454 -1.421 -4.746
H -0.547 -2.782 -4.733
H -0.319 -4.027 -3.488
H 0.266 -2.391 -3.221
H 5.189 -0.386 1.409
H 6.031 -1.939 1.210
H 4.288 -1.889 1.530
H 5.423 -3.425 -0.686
H 5.298 -4.722 -2.680
H 5.794 -3.732 -4.057
H 4.109 -4.230 -3.897
H 3.915 -1.588 -4.234
H 3.493 0.693 -4.322
H 4.109 1.755 -3.038
H 2.470 1.116 -2.947
Cl -2.231 4.374 -0.918
C -3.299 5.598 -0.322
C -3.274 6.818 -0.976
C -4.115 7.846 -0.585
C -4.980 7.630 0.476
C -4.978 6.414 1.137
Cl -6.092 6.259 2.472
C -4.138 5.321 0.788
S -4.176 3.833 1.666
H -2.580 6.953 -1.798
H -4.105 8.796 -1.103
H -5.665 8.405 0.799
C -8.812 -1.041 1.015
C -7.458 -0.392 0.916
C -7.212 0.618 -0.008
C -5.946 1.177 -0.081
N -4.929 0.788 0.683
C -5.163 -0.165 1.582
C -6.403 -0.775 1.732
H -9.604 -0.288 1.015
H -8.899 -1.636 1.924
H -8.986 -1.702 0.162
H -8.002 0.976 -0.663
H -5.737 1.991 -0.770
H -4.321 -0.457 2.200
H -6.539 -1.551 2.478
*
```

The following is a DFT calculation (ωB97M-V with the def2-TZVPD basis set) of a cluster of 2 separate species, CH4NO2PS in total in a non-equilibrium geometry.

Properties
HOMO level: -8.53 eV
HOMO-LUMO gap: 9.283 eV
Energy relative to the best compared isomer or geometry (same formula, charge and spin): 27.7 kJ/mol

```
! RIJCOSX wB97M-V def2-TZVPD def2/J DEFGRID3
* xyz 0 1
C -3.442 -1.123 0.251
N 0.212 -0.035 -1.509
O -3.953 -0.349 0.893
O 0.136 -0.437 1.019
P 0.495 0.763 -0.043
S 2.653 0.882 0.120
H 2.750 1.984 0.854
H -0.321 -0.911 -1.382
H 0.982 -0.219 -2.116
H 0.488 -0.555 1.912
*
```

The following is a DFT calculation (ωB97M-V with the def2-TZVPD basis set) of a cluster of 6 separate species, H12O6 in total in a non-equilibrium geometry.

Properties
HOMO level: -10.18 eV
HOMO-LUMO gap: 9.825 eV
SMILES string: O.O.O.O.O.O
Energy relative to the best compared isomer or geometry (same formula, charge and spin): 140.9 kJ/mol

```
! RIJCOSX wB97M-V def2-TZVPD def2/J DEFGRID3
* xyz 0 1
O 13.958 3.120 13.827
H 13.117 3.161 13.308
H 14.339 2.290 13.567
O 17.258 4.159 9.125
H 17.392 3.496 9.792
H 16.325 4.121 8.960
O 13.308 6.399 12.444
H 14.130 5.868 12.441
H 12.610 5.771 12.554
O 17.222 2.278 11.243
H 17.470 1.561 10.681
H 16.722 1.796 11.895
O 14.760 5.118 9.744
H 14.625 6.027 9.493
H 15.103 5.121 10.601
O 15.596 4.752 12.319
H 15.088 4.215 12.960
H 16.473 4.416 12.486
*
```

The following is a DFT calculation (ωB97M-V with the def2-TZVPD basis set) of a cluster of 2 separate species, C16H17N in total in a non-equilibrium geometry.

Properties
HOMO level: -7.85 eV
HOMO-LUMO gap: 8.727 eV
SMILES string: Cc1c[nH]c2ccccc12.Cc1ccccc1
Energy relative to the best compared isomer or geometry (same formula, charge and spin): 54.7 kJ/mol

```
! RIJCOSX wB97M-V def2-TZVPD def2/J DEFGRID3
* xyz 0 1
C 1.766 2.364 2.169
C 1.529 1.977 0.733
C 0.616 2.504 -0.126
N 0.438 1.666 -1.225
C 1.232 0.568 -1.048
C 1.376 -0.567 -1.839
C 2.125 -1.623 -1.362
C 2.732 -1.520 -0.084
C 2.649 -0.379 0.667
C 1.964 0.737 0.136
H 0.865 2.767 2.630
H 2.578 3.087 2.230
H 1.947 1.476 2.785
H 0.118 3.460 -0.170
H -0.441 1.750 -1.705
H 0.857 -0.662 -2.786
H 2.071 -2.537 -1.936
H 3.195 -2.441 0.265
H 2.906 -0.392 1.716
C -1.430 0.045 1.867
C -1.947 -0.596 0.606
C -1.428 -1.815 0.214
C -1.703 -2.271 -1.061
C -2.580 -1.626 -1.921
C -3.109 -0.417 -1.504
C -2.823 0.067 -0.236
H -0.737 -0.583 2.419
H -2.296 0.260 2.503
H -0.983 1.024 1.697
H -0.686 -2.308 0.829
H -1.120 -3.105 -1.433
H -2.767 -2.046 -2.898
H -3.616 0.164 -2.262
H -3.298 0.973 0.130
*
```